Entry 1:
A structure of composition C35H28Cl2N5O3Y. Source: the Open Molecules 2025 dataset; level of theory: ωB97M-V with the def2-TZVPD basis set.

The geometry in ORCA input format:
```
! RIJCOSX wB97M-V def2-TZVPD def2/J DEFGRID3
* xyz 0 1
Y -0.14598 0.12377 -0.56985
Cl 3.51164 -2.90490 4.15923
Cl 2.14099 -5.66126 -0.28276
O 0.87268 0.42494 -2.78189
O 3.71996 -0.52206 1.21979
O 1.86264 0.20005 0.21850
N -1.15447 2.27318 -1.35128
N 3.23991 -3.31194 1.21126
N -1.42154 1.13642 1.05919
N 1.59930 -0.73155 -4.55491
N -0.60267 -1.40535 1.31800
C -3.85953 4.42209 -0.01056
C 2.53173 -5.41237 4.18576
C -0.64239 -1.30129 3.73517
C 1.97747 -6.65074 2.20990
C -2.86544 3.92566 -0.88412
C 2.89729 -4.40329 1.99616
C -2.61862 4.49378 -2.15196
C -0.82288 -0.70663 2.47048
C 4.24338 -2.45653 -0.81076
C -0.95745 2.83122 -2.52722
C 4.25048 -3.40527 0.21525
C -1.23154 0.66550 2.34767
C -2.08173 2.81482 -0.50457
C 0.71437 -0.52256 -3.57186
C -0.17420 -3.37387 2.60361
C -4.04862 3.79463 1.18724
C -1.31818 1.39379 3.51895
C 5.25380 -2.50376 -1.76090
C 2.37572 -5.57614 1.43478
C -1.66467 3.96004 -2.96865
C 2.05572 -6.56979 3.59155
C -0.46868 -1.44345 -3.45656
C 6.21583 -4.43353 -0.71934
C 3.12948 -1.45797 -0.91200
C -0.76519 -1.74885 -1.98436
C -2.24207 2.20066 0.78848
C 5.23118 -4.38649 0.25620
C -0.29205 -2.67965 1.38680
C -1.09125 0.80416 4.77702
C -3.25747 2.70409 1.58776
C 2.93154 -0.52999 0.29148
C 2.94992 -4.35665 3.39493
C -0.32210 -2.67672 3.76668
C -0.78452 -0.51948 4.90411
C 6.23644 -3.48400 -1.72776
H -1.54644 2.44863 3.47540
H -0.63056 -0.97614 5.87310
H -0.19536 -3.16504 4.72609
H -3.46583 2.23844 2.53911
H -4.82478 4.14063 1.85874
H -0.13668 -2.60105 -1.68379
H 6.97444 -5.20448 -0.67795
H 2.39870 -0.12544 -4.63591
H -1.30087 -0.87916 -3.89518
H 1.73745 -7.40298 4.20275
H -3.19906 5.35473 -2.46196
H 5.26222 -1.76059 -2.55052
H -0.20678 2.36964 -3.15483
H 1.51058 -1.52067 -5.16856
H -4.45767 5.27266 -0.30950
H -1.79523 -2.10746 -1.89142
H -1.17099 1.42563 5.66022
H 3.26548 -0.82346 -1.79119
H 0.05836 -4.42968 2.59905
H 2.18266 -1.99427 -1.05681
H 5.22536 -5.11318 1.05972
H -1.45090 4.37724 -3.94249
H -0.31891 -2.31691 -4.10391
H 3.31761 -2.43344 1.71774
H 1.58533 -7.53287 1.72333
H 2.59221 -5.31994 5.26127
H 7.01029 -3.50420 -2.48386
H -0.11764 -3.19164 0.44714
*
```

ΔE to the lowest compared entry with this formula, charge and spin	0.00	kcal/mol
LUMO level	-0.08	eV
HOMO-LUMO gap	6.85	eV
HOMO level	-0.2545	Ha

***

Entry 2:
A structure of composition C35H28Cl2N9O5S2V. Source: the Open Molecules 2025 dataset; level of theory: ωB97M-V with the def2-TZVPD basis set.

The geometry in ORCA input format:
```
! RIJCOSX wB97M-V def2-TZVPD def2/J DEFGRID3
* xyz 0 3
V -1.40236 -1.01532 -1.03920
Cl 0.21787 -2.74874 -4.77840
Cl -4.50098 -1.87172 -2.20794
S -1.51742 -3.19091 0.51562
S -1.72143 -0.66905 -3.32577
O -3.99882 0.72142 1.39342
O -2.81306 -3.80894 0.55588
O -0.94107 -3.02059 -0.86103
O -2.61619 0.10159 -0.24650
O 1.58237 4.03091 1.28386
N -2.37714 4.06661 -1.33632
N 2.62489 0.11370 -1.52449
N 3.12375 4.75063 2.67260
N -1.40885 -1.71976 1.05460
N 2.80553 -0.72535 -0.47199
N 0.65727 -0.62764 -1.06284
N 1.87194 5.10471 3.17843
N -0.96076 2.83899 -2.45287
N -2.02251 4.82460 -2.39581
C -1.34355 -3.26639 -4.20995
C 4.23696 1.94164 -1.15528
C -3.22233 4.58524 -0.27769
C -1.18683 4.80512 3.51685
C -2.90669 -5.06002 -3.95959
C -3.40380 -2.88191 -3.10461
C -3.13884 -0.00509 0.98037
C 1.00352 4.66073 2.34115
C -1.17245 4.05050 -3.03246
C 0.52809 -6.43018 1.64895
C 1.59494 -1.14295 -0.21516
C -2.50012 4.65485 1.05014
C -0.45971 4.73580 2.33621
C 3.38850 2.52087 -0.22676
C -3.22418 4.69923 2.23663
C 0.41369 -3.75552 2.37561
C -2.57236 4.78983 3.45580
C 5.54610 2.39835 -1.25311
C -0.35187 -5.58720 1.00032
C 6.00050 3.40988 -0.42081
C 3.84184 3.54023 0.60642
C 1.28620 -4.62050 3.02414
C -1.73927 2.89410 -1.39035
C -2.53045 -1.14732 1.78945
C 3.76195 0.83090 -2.06689
C 5.15456 3.98402 0.51633
C 2.90669 4.12988 1.56920
C -2.18696 -2.35944 -3.56042
C 2.30268 -6.89950 3.36655
C 1.35843 -5.96112 2.67010
C -1.68763 -4.59071 -4.41936
C -1.11569 4.67901 1.10905
C -3.76658 -4.20442 -3.29197
C 1.35013 0.15489 -1.87627
C -0.39765 -4.24578 1.36920
H -3.52226 5.58078 -0.60235
H 1.35921 -1.83782 0.57173
H -1.87081 2.13706 -0.63415
H -3.32296 -1.87359 1.98572
H 0.57180 -7.47508 1.36579
H -4.30515 4.63687 2.20885
H 3.01631 -7.32575 2.65977
H 1.76126 -7.72947 3.82305
H -3.14983 4.81667 4.36989
H -3.18277 -6.09414 -4.11474
H 0.35086 -2.71227 2.65771
H 4.54815 0.09326 -2.21783
H -0.99442 -5.24208 -4.93221
H -0.52881 4.64007 0.20098
H 0.94411 0.75601 -2.67882
H -1.00347 -5.95789 0.21991
H -0.70030 4.36352 -3.94868
H 1.91761 -4.24342 3.81914
H 2.86302 -6.39047 4.14901
H -4.11779 3.96828 -0.19404
H 3.47328 1.22096 -3.04379
H 6.22055 1.95177 -1.97466
H 5.49918 4.76944 1.17516
H -0.66841 4.84389 4.46535
H 2.36716 2.18006 -0.12718
H -4.71378 -4.55073 -2.90420
H -2.20703 -0.73796 2.74731
H 7.02443 3.74986 -0.49972
*
```

ΔE to the lowest compared entry with this formula, charge and spin	4.34	kcal/mol
LUMO level (spin up / spin down)	-0.20 / 0.02	eV
HOMO-LUMO gap (spin up / spin down)	8.07 / 8.37	eV
HOMO level (spin up / spin down)	-0.3039 / -0.3067	Ha
expectation value of S²	2.015

***

Entry 3:
A structure of composition C35H28Cl3N2P2S5SbSiTc. Source: the Open Molecules 2025 dataset; level of theory: ωB97M-V with the def2-TZVPD basis set.

The geometry in ORCA input format:
```
! RIJCOSX wB97M-V def2-TZVPD def2/J DEFGRID3
* xyz -1 1
Sb -3.20833 0.77388 3.14718
Tc -1.14303 -0.49742 0.35752
Cl -0.38958 -2.61754 -2.76825
Cl -2.77576 -3.73523 -0.83493
Cl -3.40828 -1.26066 -2.76383
S -0.38993 -2.47792 1.24273
S -3.25812 -0.49400 0.99398
S -3.14251 -0.79330 4.74045
S -0.71231 0.87250 2.34828
S 0.53573 0.05622 3.75006
P -1.38484 1.67546 -0.77346
P 1.43927 -0.12375 -0.38202
Si -1.89447 -1.91787 -1.41775
N -0.04223 -6.86564 5.28558
N 0.74591 -4.01466 8.13349
C -4.28398 4.05675 0.94395
C 4.00000 -1.26061 -3.42824
C -1.47233 2.37868 -5.33836
C -1.10986 0.91415 -3.47123
C -5.42849 3.63767 0.29129
C 2.53662 -2.53928 0.44589
C 3.35656 -1.17662 -2.20250
C -0.09119 -2.61544 2.97617
C 4.09772 -1.48610 2.47257
C 0.04988 -4.35375 4.68921
C 1.28070 2.73750 -0.62969
C 3.61744 -0.44669 -4.48225
C 1.96316 1.57870 0.09385
C -1.73479 3.19616 -3.09548
C 2.58663 0.46031 -4.29243
C 2.52695 -1.15923 0.66721
C -0.00701 -5.74827 5.02016
C 3.32700 -0.64374 1.68021
C 1.94281 0.53636 -3.06839
C -2.96506 2.49745 -0.34159
C 4.08904 -2.85170 2.25057
C -0.16187 -3.95761 3.38289
C -3.05328 3.48886 0.62875
C 2.30373 -0.28476 -2.00525
C 0.32321 -3.38432 5.66611
C 0.55127 -3.74581 7.03305
C -4.12578 2.07121 -0.98704
C 0.36696 -2.05708 5.28693
C 3.31382 -3.37664 1.22478
C -1.76519 3.41799 -4.45837
C 0.18838 -1.66243 3.96053
C -0.17820 2.96195 -0.25046
C -1.14648 1.12987 -4.84441
C -5.34570 2.64032 -0.67534
C -1.39987 1.93771 -2.58635
H -1.99899 4.00218 -2.42137
H 0.53758 -1.29877 6.03858
H 4.68212 -3.50872 2.87328
H -0.92000 0.31060 -5.51378
H 1.75544 1.66649 1.16330
H -4.34036 4.81755 1.71140
H -6.38770 4.07451 0.53792
H 2.26748 1.10996 -5.09753
H 4.11690 -0.51770 -5.43945
H 4.80709 -1.97177 -3.55150
H 3.69212 -1.81852 -1.40253
H -0.82141 -0.05826 -3.10245
H 4.69624 -1.06679 3.27071
H 1.82499 3.64773 -0.35927
H -2.17680 3.82180 1.16800
H 1.92704 -2.96124 -0.34347
H 3.29802 -4.44292 1.04276
H -6.23975 2.29589 -1.17862
H -1.50728 2.54952 -6.40702
H -0.51627 3.91147 -0.67554
H 1.13831 1.24618 -2.96712
H -2.03033 4.39560 -4.83979
H 3.04493 1.64978 -0.05290
H 3.34573 0.41395 1.89242
H -4.07342 1.27702 -1.72253
H -0.38492 -4.70986 2.63826
H -0.25043 3.04086 0.83586
H 1.38942 2.65183 -1.71341
*
```

ΔE to the lowest compared entry with this formula, charge and spin	8.58	kcal/mol
LUMO level (spin up / spin down)	1.18 / 1.18	eV
HOMO-LUMO gap (spin up / spin down)	5.81 / 5.81	eV
HOMO level (spin up / spin down)	-0.1699 / -0.1700	Ha

***

Entry 4:
A structure of composition C35H28FeN6OS3. Source: the Open Molecules 2025 dataset; level of theory: ωB97M-V with the def2-TZVPD basis set.

The geometry in ORCA input format:
```
! RIJCOSX wB97M-V def2-TZVPD def2/J DEFGRID3
* xyz -2 5
Fe 0.93387 0.42259 -0.51816
S -1.36326 1.56953 -0.09766
S -1.14877 -0.36658 2.73177
S 0.85378 -3.68391 -2.34362
O 1.61798 -0.04451 1.20531
N 1.57458 2.11003 0.00188
N 0.28983 -1.43131 -1.10431
N 0.69523 1.35354 -2.22846
N -3.70701 3.86579 1.43385
N 2.13004 2.20727 1.24489
N -3.08315 2.04278 4.71974
C 1.30291 -2.09840 -1.73955
C -3.05586 -3.90391 -1.21981
C 3.71038 -2.05330 -2.44827
C 0.55054 2.96748 -4.48131
C -4.91925 -3.27486 1.10861
C 2.62344 -0.19401 -1.27452
C -5.60431 -2.26530 -1.07784
C 0.99924 3.49847 -3.30697
C -2.98198 2.97008 1.43347
C 2.08817 1.01470 1.79064
C 2.81195 -0.43590 3.66843
C 2.56084 -1.49261 -1.84907
C 1.09322 2.68240 -2.15095
C 2.13229 4.45107 -0.61073
C 0.27914 0.85308 -3.39310
C -0.76332 -3.43538 -1.71460
C -4.53145 -2.26389 0.02059
C -0.85284 -2.17268 -1.08710
C 0.18352 1.60064 -4.54399
C 4.89674 -1.33647 -2.45728
C -1.94561 1.09054 2.59033
C 3.68374 0.47628 5.71806
C -1.84515 -4.29011 -1.78060
C 4.96678 -0.07283 -1.88330
C -4.49996 -0.87339 0.65388
C 3.50957 1.75952 5.21319
C 2.64412 0.84848 3.15587
C -2.08977 1.83966 1.39561
C -3.18209 -2.65797 -0.58665
C -2.57092 1.63137 3.77341
C -2.08794 -1.81196 -0.52001
C 2.99326 1.94556 3.94103
C 3.81710 0.49042 -1.29576
C 3.33225 -0.61909 4.94090
C 1.59847 3.08460 -0.89912
H 3.77007 2.61992 5.81880
H 4.08328 0.33249 6.71542
H -1.74995 -5.25569 -2.26519
H 1.34859 5.21034 -0.68814
H 3.66682 -3.04284 -2.89298
H 2.51862 -1.27342 3.05019
H -0.16821 1.14467 -5.45813
H -5.34342 -1.55388 -1.86381
H 2.53255 4.47101 0.40076
H 2.84758 2.93793 3.53649
H 2.92916 4.72297 -1.30879
H 0.47719 3.59286 -5.36388
H -5.00699 -4.28490 0.70382
H -5.87899 -3.00077 1.55731
H 5.90073 0.47843 -1.88770
H -5.70774 -3.25002 -1.53702
H -2.14294 -0.86225 -0.01370
H 3.88497 1.47731 -0.85122
H -4.16372 -3.29147 1.89630
H 5.77933 -1.77297 -2.91490
H 0.01421 -0.19791 -3.36928
H 3.45659 -1.62308 5.32937
H -4.24614 -0.10297 -0.07691
H -3.90176 -4.57863 -1.27515
H -6.57447 -1.97797 -0.66085
H -5.48351 -0.63688 1.06837
H 1.28793 4.53989 -3.24096
H -3.77008 -0.81972 1.46305
*
```

ΔE to the lowest compared entry with this formula, charge and spin	0.00	kcal/mol
LUMO level (spin up / spin down)	4.32 / 3.41	eV
HOMO-LUMO gap (spin up / spin down)	3.96 / 5.81	eV
HOMO level (spin up / spin down)	0.0132 / -0.0879	Ha
expectation value of S²	6.109

***

Entry 5:
A structure of composition C35H28N2P2STeV. Source: the Open Molecules 2025 dataset; level of theory: ωB97M-V with the def2-TZVPD basis set.

The geometry in ORCA input format:
```
! RIJCOSX wB97M-V def2-TZVPD def2/J DEFGRID3
* xyz 0 2
Te 0.15504 0.07785 -2.53122
V -0.87534 2.08511 0.09456
S -1.26745 3.44673 1.95319
P 1.27628 1.07286 0.36490
P -1.19786 -0.24032 0.29725
N -2.47495 3.25068 -0.36526
N 1.78441 -4.17403 -4.33062
C 2.78931 1.48330 -0.56550
C -2.16784 -0.95516 4.22121
C -1.25829 -0.94240 1.98592
C 2.47896 0.89718 4.27278
C 0.85527 -1.74073 -3.31008
C 2.51357 -0.81192 2.08974
C 2.15697 -3.72223 -3.12948
C -0.65413 -2.69101 3.53580
C -2.77713 -3.46951 -1.67639
C 4.00040 3.01422 -1.99037
C 1.96713 0.46139 1.95092
C -3.21263 3.62473 -1.42953
C 3.04451 -1.22858 3.30215
C -4.10125 -3.09294 -1.87167
C -2.32657 4.09172 0.69480
C -4.53929 -1.85658 -1.42011
C -2.33160 -1.36981 -0.57587
C -2.06675 -0.37202 2.96326
C 2.88273 2.70107 -1.22608
C -3.83755 4.84389 -1.49222
C 0.94322 -3.39847 -5.01821
C -3.68359 5.71847 -0.41745
C 5.03696 2.10147 -2.10803
C 1.95314 1.30912 3.05413
C 0.45618 -0.36646 -0.47113
C 1.72898 -2.52313 -2.57785
C 0.44755 -2.18551 -4.55814
C -0.55731 -2.10761 2.28211
C 3.84302 0.57689 -0.68226
C 4.95681 0.87889 -1.45036
C -1.46047 -2.11372 4.50976
C 3.02584 -0.37317 4.39708
C -3.65435 -0.99720 -0.77944
C -1.89845 -2.61460 -1.02818
C -2.92428 5.35533 0.67021
H -4.42901 5.10637 -2.35729
H -5.56898 -1.55848 -1.57226
H 0.07147 -2.55804 1.52176
H -1.53329 -2.56565 5.49142
H -3.28585 2.89740 -2.22692
H 0.63333 -3.76934 -5.99009
H -4.16154 6.69073 -0.44014
H 5.76364 0.16208 -1.53709
H -4.78621 -3.76172 -2.37774
H -4.00169 -0.02673 -0.44264
H 3.79750 -0.37648 -0.17192
H 2.84076 -4.35327 -2.57031
H 2.45550 1.56601 5.12399
H 1.51804 2.29860 2.96349
H -0.86158 -2.90285 -0.89561
H 3.42994 -0.69918 5.34752
H 2.07023 3.41265 -1.14712
H -0.25236 -1.62778 -5.17046
H 4.05663 3.96932 -2.49686
H -2.77989 6.01805 1.51185
H -2.79249 -0.49773 4.97807
H -0.09694 -3.59395 3.75458
H 2.04806 -2.21534 -1.58777
H 2.49805 -1.48918 1.24203
H 3.46161 -2.22409 3.39803
H 5.90689 2.33863 -2.70776
H -2.42690 -4.42987 -2.03410
H -2.60407 0.54606 2.75901
*
```

LUMO level (spin up / spin down)	-0.11 / -0.08	eV
HOMO-LUMO gap (spin up / spin down)	7.01 / 6.60	eV
HOMO level (spin up / spin down)	-0.2619 / -0.2455	Ha
expectation value of S²	0.856

***

Entry 6:
A structure of composition C35H29CrN3O4P2. Source: the Open Molecules 2025 dataset; level of theory: ωB97M-V with the def2-TZVPD basis set.

The geometry in ORCA input format:
```
! RIJCOSX wB97M-V def2-TZVPD def2/J DEFGRID3
* xyz 1 4
Cr -0.72342 0.35262 -0.33332
P 0.70492 2.22333 -0.82885
P -0.95834 -0.96987 1.79619
O -2.42593 0.75134 -1.39290
O -2.07511 -3.87502 -4.96261
O -3.69557 -0.04453 -3.10751
O -3.53523 -2.21641 -4.57790
N -0.58220 -1.04779 -1.71379
N 0.27755 -2.08731 -2.00762
N -1.20959 1.71111 1.12385
C 2.31073 -1.05089 4.19801
C -1.12406 3.59085 2.45376
C 4.93933 1.20889 0.74715
C -1.23718 -3.75265 1.72403
C -2.93076 -2.51722 0.55080
C 3.01037 0.69385 -0.63264
C 1.75115 3.89670 -2.75094
C 4.24611 0.33112 -0.08507
C 1.53466 3.55877 -5.14656
C 0.61049 -2.27060 5.35936
C 4.39654 2.46195 1.02461
C -1.81099 -2.53523 1.36992
C 2.40208 1.92730 -0.27874
C -1.44518 -2.28054 -3.41193
C 0.66519 2.51133 -4.89585
C 3.12607 2.84643 0.50311
C -1.79376 2.56319 3.17579
C 0.24819 2.20558 -3.59132
C 0.11783 -1.36996 3.18712
C -0.83266 3.02353 1.16943
C -2.69270 -0.07807 -2.37317
C -2.32756 0.07128 2.56192
C -1.85336 1.43368 2.31416
C -0.16779 3.64682 0.04740
C -1.64143 -1.14609 -2.55964
C -0.20587 -2.79704 -3.01951
C 2.05176 4.26691 -4.05730
C -3.49919 -3.71582 0.06603
C -1.79958 -4.92708 1.23304
C -2.37085 -2.83963 -4.37237
C -2.95614 -4.93971 0.44416
C 0.83744 2.87660 -2.51939
C -0.30564 -2.07838 4.31960
C 1.93113 -1.82868 5.28799
C 1.42901 -0.87124 3.11572
H 0.36562 -3.60734 -3.46101
H -2.19815 2.63181 4.17491
H -0.88064 4.07250 -0.71837
H -0.34601 -3.82966 2.33206
H -0.50197 1.45210 -3.40008
H -3.59430 -1.31526 -4.12063
H 2.69836 5.10726 -4.23845
H 2.63701 -2.07000 6.05758
H 0.22250 1.95194 -5.74545
H -3.45030 -5.87831 0.16812
H 1.88135 3.77373 -6.15992
H 1.03848 -2.30827 -1.34644
H 3.27842 -0.55835 4.14779
H -0.80171 4.57747 2.79455
H 4.86801 3.14234 1.71228
H 4.63512 -0.65077 -0.27412
H -3.43115 -1.57741 0.31628
H 5.90521 0.92154 1.15948
H 2.18472 4.42246 -1.91056
H -3.30291 -0.12084 2.12098
H -4.43911 -3.69019 -0.46322
H -2.35616 -0.18863 3.63551
H 1.78769 -0.29854 2.22215
H 2.51378 0.04298 -1.34933
H -1.34132 -5.89848 1.51384
H 2.69565 3.82592 0.72590
H -1.31400 -2.49374 4.34046
H 0.52287 4.45411 0.34205
H 0.33246 -2.80376 6.26942
*
```

ΔE to the lowest compared entry with this formula, charge and spin	0.00	kcal/mol
LUMO level (spin up / spin down)	-5.04 / -3.84	eV
HOMO-LUMO gap (spin up / spin down)	5.02 / 6.21	eV
HOMO level (spin up / spin down)	-0.3695 / -0.3693	Ha
expectation value of S²	3.825

***

Respective total energy values: -2809.0090; -4880.4417; -6125.2180; -4212.6353; -3752.8867; -3543.3815 hartree.